DFT (the ωB97M-V functional and the def2-TZVPD basis) results for a cluster of 13 separate species, C66H96F42N15O30S14 in total in a non-equilibrium geometry.

Each atom is followed by the atoms it is bonded to, with distances in Å.
Positions of all 263 atoms, in Å:
1 C -5.2718 0.7325 -0.4609  C2 1.525, H11 1.090, H12 1.090, H13 1.090
2 C -5.1056 0.7520 -1.9764  C1 1.525, C3 1.583, H14 1.090, H15 1.090
3 C -5.5333 -0.6206 -2.6399  C2 1.583, N4 1.521, H16 1.090, H17 1.090
4 N -5.3692 -0.6431 -4.1517  C3 1.521, C5 1.564, C9 1.561, C10 1.509
5 C -5.8678 -2.0378 -4.6550  N4 1.564, C6 1.562, H18 1.090, H19 1.090
6 C -4.9110 -3.2101 -4.2684  C5 1.562, C7 1.571, H20 1.090, H21 1.090
7 C -3.4135 -2.9071 -4.6323  C6 1.571, C8 1.545, H22 1.090, H23 1.090
8 C -2.9237 -1.5147 -4.1748  C7 1.545, C9 1.586, H24 1.090, H25 1.090
9 C -3.9032 -0.3399 -4.5942  N4 1.561, C8 1.586, H26 1.090, H27 1.090
10 C -6.2979 0.3222 -4.8464  N4 1.509, H28 1.090, H29 1.090, H30 1.090
11 H -5.1221 -0.2396 0.0089  C1 1.090
12 H -6.2348 1.1288 -0.1388  C1 1.090
13 H -4.5034 1.4082 -0.0854  C1 1.090
14 H -4.0376 0.8806 -2.1522  C2 1.090
15 H -5.5371 1.6454 -2.4278  C2 1.090
16 H -6.5874 -0.8841 -2.5538  C3 1.090
17 H -5.0123 -1.4554 -2.1711  C3 1.090
18 H -6.9336 -2.1761 -4.4734  C5 1.090
19 H -5.8659 -1.9441 -5.7410  C5 1.090
20 H -4.9248 -3.4647 -3.2086  C6 1.090
21 H -5.2397 -4.1756 -4.6529  C6 1.090
22 H -2.8041 -3.7223 -4.2422  C7 1.090
23 H -3.2845 -3.0257 -5.7082  C7 1.090
24 H -2.7698 -1.4547 -3.0974  C8 1.090
25 H -1.9081 -1.3825 -4.5479  C8 1.090
26 H -3.6820 0.6382 -4.1669  C9 1.090
27 H -3.8910 -0.4069 -5.6820  C9 1.090
28 H -6.1620 0.1753 -5.9179  C10 1.090
29 H -6.1101 1.3541 -4.5498  C10 1.090
30 H -7.2970 0.0278 -4.5252  C10 1.090
31 C -3.0725 9.4121 -7.2672  C32 1.606, H41 1.090, H42 1.090, H43 1.090
32 C -2.1440 8.1389 -6.9549  C31 1.606, C33 1.595, H44 1.090, H45 1.090
33 C -0.5723 8.3611 -7.1089  C32 1.595, N34 1.532, H46 1.090, H47 1.090
34 N 0.2950 7.1015 -7.0121  C33 1.532, C35 1.582, C39 1.585, C40 1.584
35 C 0.3546 6.3471 -8.4009  N34 1.582, C36 1.533, H48 1.090, H49 1.090
36 C 1.3777 5.2060 -8.4125  C35 1.533, C37 1.551, H50 1.090, H51 1.090
37 C 2.7785 5.8069 -8.1264  C36 1.551, C38 1.552, H52 1.090, H53 1.090
38 C 2.8856 6.5824 -6.7858  C37 1.552, C39 1.586, H54 1.090, H55 1.090
39 C 1.7358 7.6689 -6.6757  N34 1.585, C38 1.586, H56 1.090, H57 1.090
40 C -0.1680 6.1170 -5.8602  N34 1.584, H58 1.090, H59 1.090, H60 1.090
41 H -4.0807 9.0016 -7.2113  C31 1.090
42 H -2.9221 9.6550 -8.3191  C31 1.090
43 H -2.9901 10.1879 -6.5060  C31 1.090
44 H -2.5225 7.3150 -7.5599  C32 1.090
45 H -2.3563 7.8025 -5.9401  C32 1.090
46 H -0.3567 9.0328 -6.2780  C33 1.090
47 H -0.3087 8.8136 -8.0648  C33 1.090
48 H 0.4433 7.1448 -9.1384  C35 1.090
49 H -0.6658 5.9662 -8.4434  C35 1.090
50 H 1.2097 4.7473 -9.3869  C36 1.090
51 H 1.1124 4.4410 -7.6828  C36 1.090
52 H 3.0899 6.5082 -8.9005  C37 1.090
53 H 3.5484 5.0499 -8.2759  C37 1.090
54 H 3.9056 6.9646 -6.7454  C38 1.090
55 H 2.7678 5.8645 -5.9741  C38 1.090
56 H 1.9458 8.5129 -7.3327  C39 1.090
57 H 1.6921 8.0799 -5.6671  C39 1.090
58 H -1.1455 5.7612 -6.1858  C40 1.090
59 H -0.3406 6.6271 -4.9125  C40 1.090
60 H 0.4360 5.2174 -5.7423  C40 1.090
61 C -2.7109 -2.9050 4.0438  N62 1.481, H75 1.090, H76 1.090, H77 1.090
62 N -2.1893 -3.2755 5.3799  C61 1.481, C63 1.319, C67 1.365
63 C -1.7963 -2.2870 6.1594  N62 1.319, C64 1.405, H78 1.080
64 C -1.4097 -2.5282 7.4880  C63 1.405, C65 1.406, H79 1.080
65 C -1.4664 -3.8574 7.9421  C64 1.406, C66 1.421, C68 1.507
66 C -1.8911 -4.8744 7.0450  C65 1.421, C67 1.374, H80 1.080
67 C -2.2441 -4.5889 5.7481  N62 1.365, C66 1.374, H81 1.080
68 C -1.1345 -4.2259 9.3651  C65 1.507, C69 1.400, C73 1.344
69 C 0.1940 -4.1546 9.7998  C68 1.400, C70 1.413, H82 1.080
70 C 0.5267 -4.4985 11.1291  C69 1.413, N71 1.338, H83 1.080
71 N -0.4608 -4.9196 11.9281  C70 1.338, C72 1.340, C74 1.419
72 C -1.7430 -4.9091 11.5387  N71 1.340, C73 1.376, H84 1.080
73 C -2.0829 -4.6010 10.2410  C68 1.344, C72 1.376, H85 1.080
74 C -0.1337 -5.1713 13.2853  N71 1.419, H86 1.090, H87 1.090, H88 1.090
75 H -3.4822 -3.6203 3.7583  C61 1.090
76 H -1.8365 -2.9907 3.3986  C61 1.090
77 H -3.1577 -1.9111 4.0655  C61 1.090
78 H -1.6789 -1.2732 5.8062  C63 1.080
79 H -1.0694 -1.7291 8.1299  C64 1.080
80 H -1.9417 -5.8864 7.4187  C66 1.080
81 H -2.4992 -5.2947 4.9715  C67 1.080
82 H 0.9329 -3.8394 9.0780  C69 1.080
83 H 1.5400 -4.4208 11.4946  C70 1.080
84 H -2.5507 -5.2042 12.1921  C72 1.080
85 H -3.1236 -4.5330 9.9606  C73 1.080
86 H -0.3043 -4.2964 13.9126  C74 1.090
87 H 0.9133 -5.4686 13.3429  C74 1.090
88 H -0.6721 -6.0606 13.6132  C74 1.090
89 C 2.8300 -3.8548 1.9271  N90 1.492, H103 1.090, H104 1.090, H105 1.090
90 N 2.1849 -2.6914 1.2516  C89 1.492, C91 1.367, C95 1.359
91 C 1.1576 -2.0925 1.9252  N90 1.367, C92 1.420, H106 1.080
92 C 0.4817 -1.0249 1.2765  C91 1.420, C93 1.412, H107 1.080
93 C 0.8907 -0.6734 -0.0285  C92 1.412, C94 1.362, C96 1.485
94 C 1.9166 -1.3314 -0.6361  C93 1.362, C95 1.344, H108 1.080
95 C 2.5313 -2.3546 -0.0182  N90 1.359, C94 1.344, H109 1.080
96 C 0.4011 0.4926 -0.8065  C93 1.485, C97 1.362, C101 1.419
97 C 0.6010 1.7697 -0.3781  C96 1.362, C98 1.412, H110 1.080
98 C 0.0494 2.8511 -1.0988  C97 1.412, N99 1.334, H111 1.080
99 N -0.5797 2.6218 -2.2525  C98 1.334, C100 1.325, C102 1.449
100 C -0.8690 1.4115 -2.7077  N99 1.325, C101 1.401, H112 1.080
101 C -0.3651 0.3196 -1.9881  C96 1.419, C100 1.401, H113 1.080
102 C -1.0325 3.6907 -3.1192  N99 1.449, H114 1.090, H115 1.090, H116 1.090
103 H 3.4532 -4.4254 1.2385  C89 1.090
104 H 2.0261 -4.5342 2.2104  C89 1.090
105 H 3.3507 -3.5007 2.8168  C89 1.090
106 H 0.9317 -2.3001 2.9607  C91 1.080
107 H -0.2989 -0.4684 1.7739  C92 1.080
108 H 2.3182 -1.1483 -1.6218  C94 1.080
109 H 3.3495 -2.8899 -0.4769  C95 1.080
110 H 1.1653 1.8608 0.5382  C97 1.080
111 H 0.1439 3.8867 -0.8073  C98 1.080
112 H -1.4352 1.3424 -3.6248  C100 1.080
113 H -0.6634 -0.6776 -2.2760  C101 1.080
114 H -0.8512 4.7064 -2.7678  C102 1.090
115 H -2.0993 3.6166 -3.3301  C102 1.090
116 H -0.6371 3.5426 -4.1241  C102 1.090
117 C 4.8471 0.7360 4.1371  N118 1.638, H124 1.090, H125 1.090, H126 1.090
118 N 5.1278 1.4277 2.6786  C117 1.638, C119 1.532, C120 1.547, C121 1.586
119 C 6.5891 1.8828 2.7443  N118 1.532, H127 1.090, H128 1.090, H129 1.090
120 C 4.8650 0.3257 1.6248  N118 1.547, H130 1.090, H131 1.090, H132 1.090
121 C 4.1325 2.6337 2.4130  N118 1.586, C122 1.516, H133 1.090, H134 1.090
122 C 4.2234 3.3998 1.1080  C121 1.516, O123 1.390, H135 1.090, H136 1.090
123 O 3.8114 2.6875 -0.0128  C122 1.390, H137 0.960
124 H 4.9827 1.4825 4.9196  C117 1.090
125 H 5.6802 0.0558 4.3139  C117 1.090
126 H 3.9011 0.2062 4.2485  C117 1.090
127 H 6.5960 2.6348 3.5333  C119 1.090
128 H 6.8236 2.2408 1.7418  C119 1.090
129 H 7.1737 1.0344 3.1000  C119 1.090
130 H 5.2333 -0.6262 2.0073  C120 1.090
131 H 5.1673 0.5460 0.6010  C120 1.090
132 H 3.7905 0.3900 1.4536  C120 1.090
133 H 4.3532 3.2182 3.3061  C121 1.090
134 H 3.0754 2.4256 2.5784  C121 1.090
135 H 5.2399 3.7476 0.9240  C122 1.090
136 H 3.6251 4.3061 1.2013  C122 1.090
137 H 3.5696 3.3637 -0.6499  O123 0.960
138 C 3.8317 -7.6469 7.5049  N139 1.569, H145 1.090, H146 1.090, H147 1.090
139 N 2.3695 -7.5468 6.9442  C138 1.569, C140 1.585, C141 1.503, C142 1.549
140 C 1.6815 -8.9710 7.0486  N139 1.585, H148 1.090, H149 1.090, H150 1.090
141 C 1.6197 -6.5735 7.8095  N139 1.503, H151 1.090, H152 1.090, H153 1.090
142 C 2.3885 -7.0547 5.4752  N139 1.549, C143 1.514, H154 1.090, H155 1.090
143 C 1.1068 -6.4033 5.0011  C142 1.514, O144 1.436, H156 1.090, H157 1.090
144 O -0.1900 -6.9999 5.1558  C143 1.436, H158 0.960
145 H 4.2397 -6.6768 7.7889  C138 1.090
146 H 4.5428 -8.0056 6.7608  C138 1.090
147 H 3.8127 -8.2770 8.3941  C138 1.090
148 H 1.5093 -9.3344 8.0617  C140 1.090
149 H 2.2194 -9.6191 6.3567  C140 1.090
150 H 0.7262 -8.6982 6.6003  C140 1.090
151 H 1.8121 -6.8124 8.8554  C141 1.090
152 H 0.5449 -6.6613 7.6510  C141 1.090
153 H 1.9766 -5.5600 7.6263  C141 1.090
154 H 2.7620 -7.8609 4.8438  C142 1.090
155 H 3.2162 -6.3461 5.5074  C142 1.090
156 H 1.2781 -5.9246 4.0370  C143 1.090
157 H 1.1427 -5.4442 5.5177  C143 1.090
158 H -0.4838 -7.2852 4.2876  O144 0.960
159 C -0.3821 1.3103 -6.6513  F160 1.365, F161 1.346, F162 1.356, S163 1.979
160 F 0.5397 2.0846 -6.0082  C159 1.365
161 F 0.2491 0.8310 -7.7393  C159 1.346
162 F -0.7294 0.2177 -5.9280  C159 1.356
163 S -1.9391 2.4197 -7.1620  C159 1.979, O164 1.490, O165 1.449, N166 1.722, S167 2.510
164 O -1.3992 3.7123 -7.6686  S163 1.490
165 O -2.6602 1.6091 -8.1230  S163 1.449
166 N -2.7646 2.7064 -5.6785  S163 1.722, S167 1.526
167 S -3.9809 3.4876 -6.1671  S163 2.510, N166 1.526, O168 1.475, O169 1.452, C170 1.939
168 O -3.6864 4.6300 -7.0522  S167 1.475
169 O -5.0718 2.6127 -6.5597  S167 1.452
170 C -4.5903 4.3848 -4.5595  S167 1.939, F171 1.300, F172 1.298, F173 1.352
171 F -4.6986 3.5278 -3.5884  C170 1.300
172 F -3.8795 5.4180 -4.2257  C170 1.298
173 F -5.8531 4.8355 -4.7317  C170 1.352
174 C 1.5890 -7.7280 1.3679  F175 1.364, F176 1.316, F177 1.365, S178 1.898
175 F 2.6916 -7.7558 2.1695  C174 1.364
176 F 1.2188 -6.4649 1.3438  C174 1.316
177 F 1.8133 -8.2469 0.1260  C174 1.365
178 S 0.3465 -8.8505 2.2620  C174 1.898, O179 1.469, O180 1.465, N181 1.734, S182 2.563
179 O -0.0849 -9.9182 1.3494  S178 1.469
180 O 0.9672 -9.3543 3.4902  S178 1.465
181 N -0.9080 -7.7510 2.7370  S178 1.734, S182 1.583
182 S -1.8330 -7.7721 1.4520  S178 2.563, N181 1.583, O183 1.462, O184 1.441, C185 1.897
183 O -1.2029 -7.5900 0.1453  S182 1.462
184 O -2.8336 -8.8089 1.4397  S182 1.441
185 C -2.8286 -6.2043 1.8364  S182 1.897, F186 1.356, F187 1.303, F188 1.324
186 F -3.5371 -6.3598 2.9815  C185 1.356
187 F -2.0458 -5.1738 1.9910  C185 1.303
188 F -3.7031 -6.0380 0.8562  C185 1.324
189 C -3.0638 5.4993 0.0762  F190 1.351, F191 1.301, F192 1.379, S193 1.948
190 F -1.7204 5.5027 -0.0623  C189 1.351
191 F -3.4811 4.9404 -1.0218  C189 1.301
192 F -3.4625 4.7632 1.1722  C189 1.379
193 S -3.7034 7.3375 0.1545  C189 1.948, O194 1.473, O195 1.460, N196 1.702, S197 2.500
194 O -4.7790 7.4626 -0.8435  S193 1.473
195 O -4.1377 7.5546 1.5312  S193 1.460
196 N -2.3302 8.3278 -0.0186  S193 1.702, S197 1.563
197 S -2.2333 8.3805 -1.5779  S193 2.500, N196 1.563, O198 1.445, O199 1.449, C200 2.002
198 O -2.2618 7.1247 -2.2926  S197 1.445
199 O -3.1197 9.3640 -2.1670  S197 1.449
200 C -0.3673 9.0819 -1.7642  S197 2.002, F201 1.345, F202 1.277, F203 1.311
201 F 0.4088 8.6074 -0.7741  C200 1.345
202 F 0.1696 8.8170 -2.8923  C200 1.277
203 F -0.4657 10.3775 -1.5927  C200 1.311
204 C 6.6675 -3.4641 1.8175  F205 1.327, F206 1.342, F207 1.300, S208 1.995
205 F 5.6382 -2.8967 2.4341  C204 1.327
206 F 7.6461 -3.5806 2.7285  C204 1.342
207 F 6.3779 -4.6402 1.3463  C204 1.300
208 S 7.2732 -2.2666 0.3415  C204 1.995, O209 1.474, O210 1.447, N211 1.734, S212 2.539
209 O 7.4261 -0.9295 0.9423  S208 1.474
210 O 8.5062 -2.8376 -0.1565  S208 1.447
211 N 5.8217 -2.4026 -0.5975  S208 1.734, S212 1.611
212 S 6.4849 -2.7752 -2.0180  S208 2.539, N211 1.611, O213 1.476, O214 1.435, C215 2.000
213 O 7.2247 -1.6745 -2.6665  S212 1.476
214 O 7.1199 -4.0605 -2.0815  S212 1.435
215 C 4.8402 -3.0139 -3.1305  S212 2.000, F216 1.391, F217 1.349, F218 1.311
216 F 4.0174 -3.9453 -2.5051  C215 1.391
217 F 4.0808 -1.9014 -3.1977  C215 1.349
218 F 5.0505 -3.3553 -4.3785  C215 1.311
219 C 3.1781 6.7122 -0.1154  F220 1.344, F221 1.301, F222 1.332, S223 1.987
220 F 2.4478 6.1713 0.8743  C219 1.344
221 F 2.8815 7.9792 -0.1342  C219 1.301
222 F 4.4750 6.4360 0.0121  C219 1.332
223 S 2.5133 5.9993 -1.8473  C219 1.987, O224 1.459, O225 1.472, N226 1.759, S227 2.541
224 O 1.0627 5.9021 -1.7277  S223 1.459
225 O 2.9971 6.9534 -2.8579  S223 1.472
226 N 3.2910 4.4259 -1.9638  S223 1.759, S227 1.536
227 S 3.1685 4.1587 -3.4715  S223 2.541, N226 1.536, O228 1.464, O229 1.424, C230 1.948
228 O 1.8190 4.2742 -4.0266  S227 1.464
229 O 4.2639 4.7384 -4.1720  S227 1.424
230 C 3.4464 2.2378 -3.6369  S227 1.948, F231 1.412, F232 1.392, F233 1.337
231 F 3.4097 1.7684 -4.9676  C230 1.412
232 F 4.7042 1.9210 -3.1313  C230 1.392
233 F 2.6177 1.4640 -2.9291  C230 1.337
234 C -2.7327 -2.5096 -0.2574  F235 1.302, F236 1.322, F237 1.295, S238 1.994
235 F -2.3867 -1.2905 -0.5555  C234 1.302
236 F -2.5530 -2.7213 1.0353  C234 1.322
237 F -3.9369 -2.8460 -0.5950  C234 1.295
238 S -1.5264 -3.8537 -1.1036  C234 1.994, O239 1.468, O240 1.444, N241 1.709, S242 2.579
239 O -0.6276 -4.3390 -0.0494  S238 1.468
240 O -2.4271 -4.8887 -1.5541  S238 1.444
241 N -0.7394 -3.0922 -2.4152  S238 1.709, S242 1.554
242 S 0.2976 -4.1405 -2.9048  S238 2.579, N241 1.554, O243 1.467, O244 1.444, C245 1.898
243 O 1.4655 -4.2034 -2.0192  S242 1.467
244 O -0.1244 -5.4168 -3.4308  S242 1.444
245 C 0.9717 -3.1727 -4.3923  S242 1.898, F246 1.358, F247 1.320, F248 1.333
246 F -0.0203 -2.9080 -5.2815  C245 1.358
247 F 1.5430 -2.0518 -3.9919  C245 1.320
248 F 1.7990 -3.9521 -5.0888  C245 1.333
249 C -4.2138 1.0259 3.3595  F250 1.339, F251 1.375, F252 1.340, S253 1.987
250 F -5.4481 0.5138 3.4517  C249 1.339
251 F -3.4197 0.2969 2.5065  C249 1.375
252 F -4.2949 2.2662 2.8592  C249 1.340
253 S -3.4633 0.9635 5.1978  C249 1.987, O254 1.510, O255 1.482, N256 1.743, S257 2.572
254 O -3.8679 2.2126 5.9430  S253 1.510
255 O -3.9384 -0.3004 5.8092  S253 1.482
256 N -1.7870 0.9415 4.7197  S253 1.743, S257 1.518
257 S -1.3161 2.3622 4.9744  S253 2.572, N256 1.518, O258 1.434, O259 1.458, C260 1.957
258 O -1.9246 3.3735 4.1591  S257 1.434
259 O -1.1814 2.5916 6.4076  S257 1.458
260 C 0.5128 2.1792 4.3029  S257 1.957, F261 1.340, F262 1.332, F263 1.288
261 F 0.5617 1.9742 2.9791  C260 1.340
262 F 1.1648 3.3099 4.5676  C260 1.332
263 F 1.0843 1.2335 4.9648  C260 1.288

DFT total energy ... -419564.521 eV
Multiplicity ... 2
Charge ... +2
Orbital gap (alpha / beta) ... 4.55 / 3.58 eV

Löwdin population analysis, charges in e, atoms 1 to 8:
1. C -0.085
2. C -0.192
3. C -0.083
4. N -0.244
5. C -0.078
6. C -0.125
7. C -0.150
8. C -0.153